Computed, not measured: C20H42BBr12Cl2N2O4 as an isolated structure in a non-equilibrium geometry, with ωB97M-V/def2-TZVPD.

- Spin multiplicity: 1
- HOMO level: -11.01 eV
- Molar mass: 1415.132 g mol⁻¹
- Total charge: +1
- Lowest unoccupied orbital energy: -2.67 eV

Cartesian coordinates (Å):
Br1 -5.0770 -5.1834 -1.4553
H1 4.0727 6.6715 -1.7486
H2 -4.7108 -1.4214 -0.7147
H3 6.3677 2.4821 -1.2171
H4 10.4024 6.1215 1.1002
C1 9.5841 5.5389 1.5137
O1 0.5616 -1.4061 -1.9440
H5 -8.3754 -7.8402 1.3393
Cl1 0.4111 1.2313 1.0957
C2 -1.7277 -1.5448 -3.0093
Br2 -7.1256 -5.8993 3.1665
N1 -4.0179 1.0001 -0.4162
Br3 3.7780 4.7644 5.1617
C3 0.8965 -0.2245 -1.2558
H6 -6.6031 -6.8314 -0.4272
H7 2.1855 3.5267 3.0131
C4 -3.9285 0.0542 0.7402
H8 -4.8321 0.2373 1.3448
H9 -0.9362 0.8509 -3.4805
H10 -2.1217 -2.5111 -3.3866
H11 0.3765 0.6841 -1.6177
H12 4.7877 2.6246 4.3827
O2 -0.7976 -1.5669 -5.4585
H13 7.4619 5.2088 1.1708
Br4 6.6446 1.8605 2.5541
H14 -4.7842 -3.0817 0.8973
C5 6.8972 1.5626 0.6438
C6 -6.5872 -5.7444 -0.3563
C7 0.7077 -0.3365 0.2988
H15 -7.4977 -8.2691 3.7521
H16 -2.8417 -2.8258 -0.9203
H17 -8.8460 -7.2725 4.3312
H18 6.6845 0.5137 0.4560
H19 9.6008 5.6145 2.5999
Br5 9.9687 3.6680 1.1279
Br6 6.3334 6.9933 -3.5892
C8 4.6674 5.9989 -3.7308
C9 -4.0394 -1.3861 0.1664
H20 -1.7900 -0.1518 -0.8052
H21 -0.8335 -1.0869 1.5235
H22 -8.7299 -5.6486 -0.3950
H23 -6.3618 -5.4562 0.6664
C10 -8.9750 -7.8825 2.2448
C11 -8.2073 -7.4896 3.4797
B1 -0.9587 -0.8736 -4.2627
H24 -3.1585 1.5259 -0.5289
C12 6.0485 2.5004 -0.1796
C13 2.9210 2.7747 3.2883
H25 7.9347 6.9060 1.3857
H26 7.9544 1.7536 0.4651
Br7 2.0456 1.5597 4.5366
H27 -2.6314 -0.9477 -2.7422
H28 -4.8201 1.6077 -0.3027
H29 3.0261 5.4307 -2.4669
H30 -7.9788 -5.2162 -1.9442
H31 6.0721 3.5114 0.1954
H32 -2.9826 0.2106 1.2944
Br8 4.9927 4.3799 -1.3912
C14 -7.8765 -5.1587 -0.8638
Br9 8.2912 6.2115 -0.9550
Cl2 2.1480 -1.0817 1.0872
C15 -2.6740 -2.1039 -0.0947
O3 -4.7259 -2.1559 1.1829
H33 -0.0939 -2.1913 0.5771
H34 3.1576 2.1654 2.4183
H35 4.0171 6.6106 -4.3543
C16 4.0536 5.7817 -2.3727
H36 -9.3897 -8.8832 2.3550
H37 -0.8263 -2.9051 -1.5763
H38 -2.3555 -2.7199 0.7736
Br10 -8.0319 -3.2815 -0.3786
H39 4.8949 5.0726 -4.2519
N2 -0.4590 -1.2245 0.5720
H40 1.9840 -0.0762 -1.4042
Br11 -10.5114 -6.7216 1.9597
C17 4.1756 3.3592 3.8712
C18 -0.8084 -1.8112 -1.7715
C19 -1.4932 -1.1677 -0.5029
Br12 4.1779 1.9293 -0.2053
H41 -1.3307 -1.1213 -6.1370
H42 4.7646 3.8430 3.0972
C20 8.2382 5.9446 0.9741
O4 -0.4344 0.4158 -4.1896

---

Computed, not measured: C4H6O2 as an isolated structure in a non-equilibrium geometry, with ωB97M-V/def2-TZVPD.

- Spin multiplicity: 1
- HOMO level: -8.50 eV
- Molar mass: 86.090 g mol⁻¹
- Total charge: 0
- Lowest unoccupied orbital energy: 0.50 eV

Cartesian coordinates (Å):
H1 -1.2721 0.6176 1.8809
H2 0.1659 -0.5486 0.9155
H3 -0.2137 1.2962 -1.4337
C1 0.1328 0.9587 -0.4463
C2 -0.8427 -0.0358 0.1732
H4 2.0645 -0.0398 -1.2771
O1 0.7509 -2.4260 0.1165
H5 -1.3738 -0.5834 -0.6258
O2 -1.7628 0.2262 1.1501
C3 0.8069 -1.2448 -0.0369
H6 0.3133 1.8475 0.1748
C4 1.2309 -0.0678 -0.5912

---

Question: Which of these has the highest lowest unoccupied orbital energy?
Answer: C4H6O2